Model w:
# C3H10OS2

2 unconnected molecules or ions with the total composition C3H10OS2 (wB97M-V/def2-TZVPD, OMol25).

Results
HOMO in eV: -8.53
Kohn-Sham gap in eV: 8.86
SMILES: CCCSS.O
LUMO level in eV: 0.3

Each line ends with the natural charge from an NBO analysis.
Element x y z (Å)
C (-0.51657, -2.03403, -0.33244)  -0.415
C (0.19741, -3.24472, 0.26058)  -0.632
C (0.56391, -0.86528, -0.35200)  -0.523
S (-0.35042, 0.61932, -0.93305)  0.085
S (1.07787, 1.95691, -0.12811)  -0.154
H (-0.83929, -2.23096, -1.35543)  0.206
H (-1.57745, -1.99299, 0.15810)  0.221
H (0.78312, -3.84869, -0.43580)  0.216
H (-0.64718, -3.84309, 0.59684)  0.215
H (0.63159, -3.08966, 1.23818)  0.212
H (0.93834, -0.87841, 0.63462)  0.220
H (1.41232, -1.12804, -0.98407)  0.218
H (2.00651, 0.94478, -0.10465)  0.141
H (-2.20667, 0.57874, 1.90745)  0.464
H (-1.17921, 1.57429, 1.25716)  0.481
O (-1.55372, 1.19480, 2.07617)  -0.954


Model x:
# C3H10OS2

2 unconnected molecules or ions with the total composition C3H10OS2 (wB97M-V/def2-TZVPD, OMol25).

Results
HOMO in eV: -8.13
Kohn-Sham gap in eV: 8.64
SMILES: CCCSS.O
LUMO level in eV: 0.5

Each line ends with the natural charge from an NBO analysis.
Element x y z (Å)
C (0.53420, 1.07646, 0.19994)  -0.398
C (-0.44453, 1.82410, -0.72802)  -0.599
C (0.93572, -0.29173, -0.45126)  -0.550
S (1.01727, -1.67450, 0.69235)  0.105
S (1.03950, -3.32848, -0.65615)  -0.151
H (1.44392, 1.67316, 0.15839)  0.198
H (0.07261, 0.97859, 1.17776)  0.219
H (-0.08362, 1.81735, -1.75848)  0.197
H (-0.57511, 2.85992, -0.41875)  0.210
H (-1.40742, 1.32006, -0.71698)  0.209
H (0.15507, -0.50795, -1.18282)  0.218
H (1.89360, -0.07595, -0.91839)  0.209
H (1.75679, -2.58469, -1.52617)  0.131
H (-1.65847, -0.91658, 2.67966)  0.471
H (-2.69932, -1.40489, 1.66629)  0.472
O (-1.98020, -0.76487, 1.78264)  -0.942


What should be chosen as the least stable of them? Choose model w.


Model w:
# C2H3N3O4

A single C2H3N3O4 molecule (wB97M-V/def2-TZVPD, OMol25).

Results
HOMO (spin up / spin down) in eV: -9.48 / -9.35
Kohn-Sham gap (spin up / spin down) in eV: 7.42 / 7.70
SMILES: O=NC[C@H](N=O)[N+](=O)[O-]
LUMO level (spin up / spin down) in eV: -2.1 / -1.6

Each line ends with the natural charge from an NBO analysis.
Element x y z (Å)
C (0.29613, 0.31625, 0.52692)  -0.294
C (-0.21302, -0.92170, -0.75203)  -0.002
N (1.59791, 0.22258, 0.84378)  0.117
N (-1.49633, -0.73266, -0.80096)  0.056
N (0.18303, -2.36081, -0.33840)  0.515
O (0.84222, -3.00566, -1.10834)  -0.324
O (2.66264, 0.38606, 0.31438)  -0.206
O (-2.29888, -0.83314, 0.10276)  -0.231
O (-0.34423, -2.69192, 0.71798)  -0.357
H (-0.04490, 1.37830, 0.16459)  0.249
H (-0.44077, -0.01898, 1.27551)  0.256
H (0.34705, -0.69579, -1.59550)  0.222


Model x:
# C2H3N3O4

2 unconnected molecules or ions with the total composition C2H3N3O4 (wB97M-V/def2-TZVPD, OMol25).

Results
HOMO in eV: -10.43
Kohn-Sham gap in eV: 9.95
SMILES: [H]/N=C(/N)[N+](=O)[O-].O=C=O
LUMO level in eV: -0.5

Each line ends with the natural charge from an NBO analysis.
Element x y z (Å)
C (-0.35391, 0.17057, -0.08863)  0.504
C (-3.20565, -2.38269, -0.08534)  1.021
N (-0.20975, -0.11803, 1.05976)  -0.662
N (-1.67508, 0.79839, -0.62786)  0.486
N (0.66298, -0.02852, -1.00867)  -0.829
O (-2.77038, -2.64877, -1.10394)  -0.518
O (-3.63867, -2.10620, 0.93112)  -0.504
O (-2.62561, 0.68762, 0.14990)  -0.383
O (-1.72524, 1.24678, -1.73415)  -0.333
H (-0.88333, 0.10135, 1.73182)  0.390
H (1.42709, -0.35169, -0.50570)  0.401
H (0.84022, 0.30314, -1.95359)  0.426


What should be chosen as the least stable of them? Choose model w.


Model w:
# C23H92O23

23 unconnected molecules or ions with the total composition C23H92O23 (wB97M-V/def2-TZVPD, OMol25).

Results
HOMO in eV: -9.36
Kohn-Sham gap in eV: 9.76
LUMO level in eV: 0.4

Each line ends with the Löwdin charge.
Element x y z (Å)
C (13.48110, 12.91143, 13.71670)  -0.132
O (14.34731, 13.97464, 13.39781)  -0.140
H (12.80233, 12.75972, 12.86739)  0.087
H (14.01881, 12.00585, 13.99510)  0.064
H (12.87024, 13.22937, 14.55156)  0.067
H (14.84862, 14.25555, 14.15630)  0.035
C (7.01714, 9.32184, 19.67779)  -0.125
O (6.83346, 9.33533, 18.25316)  -0.119
H (7.92597, 9.88998, 19.99052)  0.096
H (6.09910, 9.62686, 20.15140)  0.079
H (7.18184, 8.36068, 20.00155)  0.044
H (6.20501, 10.02019, 18.05444)  0.068
C (12.70367, 16.98645, 15.53010)  -0.134
O (12.60130, 16.66556, 16.90084)  -0.133
H (12.81266, 16.12583, 14.84444)  0.086
H (11.81685, 17.59139, 15.19984)  0.095
H (13.47978, 17.68648, 15.30428)  0.070
H (12.09662, 15.82842, 16.89775)  0.052
C (9.73654, 10.31681, 15.58338)  -0.132
O (8.31706, 10.53760, 15.71318)  -0.135
H (10.33044, 11.01966, 16.13198)  0.052
H (9.97240, 9.31894, 15.95211)  0.078
H (9.87986, 10.31628, 14.48350)  0.099
H (8.06339, 10.22307, 16.58367)  0.038
C (15.62922, 17.06172, 18.82015)  -0.168
O (14.74972, 16.18418, 18.27036)  -0.162
H (15.13927, 17.77994, 19.46105)  0.077
H (16.36933, 16.51160, 19.43834)  0.099
H (16.10997, 17.60658, 17.99280)  0.090
H (14.02473, 16.56876, 17.73116)  0.051
C (13.62826, 8.88309, 15.73176)  -0.113
O (14.59472, 9.18709, 14.74659)  -0.153
H (12.58092, 8.99259, 15.38058)  0.083
H (13.74943, 7.75337, 16.00279)  0.120
H (13.78839, 9.46349, 16.59829)  0.027
H (15.49182, 9.15946, 15.11777)  0.051
C (16.43345, 6.75236, 7.35354)  -0.183
O (16.71188, 7.95254, 8.03195)  -0.143
H (16.64724, 6.80919, 6.28340)  0.073
H (17.11861, 5.99523, 7.74606)  0.070
H (15.41343, 6.41503, 7.47599)  0.068
H (16.18580, 7.99713, 8.85817)  0.030
C (9.99796, 14.57429, 10.25182)  -0.141
O (9.62936, 14.59459, 11.63470)  -0.144
H (9.20780, 13.94324, 9.75157)  0.094
H (10.18697, 15.59709, 9.90250)  0.079
H (10.96507, 14.07137, 10.14997)  0.066
H (9.27217, 15.44880, 11.81115)  0.049
C (10.92184, 13.46549, 17.75960)  -0.092
O (11.12200, 14.35515, 16.64372)  -0.143
H (10.65886, 14.02896, 18.61266)  0.055
H (10.13775, 12.81885, 17.46399)  0.052
H (11.83565, 12.81477, 17.93673)  0.084
H (10.39024, 14.13559, 16.02607)  0.051
C (13.07883, 14.29292, 20.59296)  -0.190
O (14.04202, 13.88000, 19.67480)  -0.136
H (13.38551, 15.23762, 21.13932)  0.092
H (12.05316, 14.51448, 20.16195)  0.068
H (12.96294, 13.46875, 21.35618)  0.089
H (14.28389, 14.72198, 19.27497)  0.021
C (13.89086, 10.54114, 18.92424)  -0.148
O (13.65541, 9.15195, 18.65010)  -0.144
H (14.86746, 10.83602, 18.51595)  0.067
H (13.15760, 11.13507, 18.38224)  0.047
H (13.86535, 10.87474, 19.98429)  0.092
H (14.26000, 8.68621, 19.26128)  0.073
C (15.16282, 12.79720, 16.67629)  -0.155
O (15.35096, 14.02515, 16.03916)  -0.116
H (14.13611, 12.72491, 17.08851)  0.075
H (15.20102, 12.00918, 15.95438)  0.065
H (15.89072, 12.72167, 17.44563)  0.072
H (15.25045, 14.68646, 16.73675)  0.067
C (15.79320, 13.71995, 9.74937)  -0.110
O (16.11154, 14.33074, 11.03958)  -0.158
H (16.37806, 12.79054, 9.64418)  0.071
H (14.69572, 13.52021, 9.69416)  0.085
H (16.10503, 14.42125, 9.00402)  0.066
H (15.75888, 13.75389, 11.73421)  0.035
C (8.33472, 14.45085, 14.50963)  -0.148
O (9.02206, 13.34073, 15.00227)  -0.133
H (8.08413, 14.37670, 13.42424)  0.079
H (7.45108, 14.65985, 15.07041)  0.069
H (9.05686, 15.31038, 14.65339)  0.103
H (8.58875, 12.52026, 14.75347)  0.067
C (16.86250, 10.71671, 12.00202)  -0.133
O (17.01282, 9.37969, 12.28716)  -0.132
H (16.84420, 11.25479, 12.95866)  0.082
H (17.64626, 11.10934, 11.32561)  0.102
H (15.94879, 10.78171, 11.45004)  0.068
H (16.16672, 8.89165, 12.14594)  0.080
C (18.92802, 10.82935, 19.36085)  -0.133
O (19.16253, 9.41090, 19.59223)  -0.147
H (19.38523, 11.40833, 20.17838)  0.083
H (19.47403, 11.17202, 18.46218)  0.071
H (17.85429, 11.00485, 19.25312)  0.067
H (19.14073, 8.88719, 18.76865)  0.087
C (16.09293, 7.70985, 21.79510)  -0.161
O (16.32527, 8.56713, 20.69954)  -0.139
H (15.58490, 6.81476, 21.52455)  0.063
H (17.00833, 7.55668, 22.31361)  0.068
H (15.35535, 8.17294, 22.53353)  0.094
H (17.16335, 9.07058, 20.83937)  0.075
C (19.36758, 6.84394, 12.61115)  -0.158
O (18.74322, 7.81906, 13.41938)  -0.169
H (20.41948, 6.92984, 12.65503)  0.055
H (19.02827, 5.89774, 12.98634)  0.065
H (19.16478, 6.86899, 11.50435)  0.099
H (18.16784, 8.40212, 12.82370)  0.046
C (13.19501, 16.63289, 11.34973)  -0.203
O (12.20109, 17.58841, 11.46399)  -0.119
H (13.34650, 16.30921, 10.27915)  0.098
H (14.11170, 16.81272, 11.87350)  0.066
H (12.80553, 15.71476, 11.86034)  0.075
H (12.27572, 18.04532, 10.61438)  0.080
C (14.69422, 6.10732, 13.06808)  -0.104
O (14.75242, 7.48489, 12.69192)  -0.175
H (15.47589, 5.86038, 13.75985)  0.077
H (13.68837, 5.89091, 13.46984)  0.094
H (14.90660, 5.45989, 12.24833)  0.071
H (14.51464, 8.03379, 13.47925)  0.053
C (13.90284, 9.18528, 9.93538)  -0.116
O (14.99583, 8.27130, 10.19228)  -0.197
H (12.99083, 8.57521, 9.83492)  0.079
H (13.71161, 9.88950, 10.76240)  0.069
H (14.16598, 9.72753, 8.96606)  0.108
H (14.74735, 7.64233, 10.94096)  0.076
C (18.12188, 10.50695, 15.72097)  -0.081
O (17.24384, 9.35845, 15.49214)  -0.149
H (19.02197, 10.17611, 16.23741)  0.069
H (18.43070, 10.96651, 14.74264)  0.095
H (17.52561, 11.18815, 16.33376)  0.063
H (17.71570, 8.84754, 14.81568)  0.041
C (18.35282, 14.37572, 13.59630)  -0.163
O (18.57792, 13.30190, 12.66964)  -0.146
H (19.40291, 14.52101, 14.10040)  0.104
H (18.19704, 15.34949, 13.13115)  0.064
H (17.59732, 14.23332, 14.43458)  0.075
H (17.80837, 13.28247, 12.08883)  0.020


Model x:
# C23H92O23

23 unconnected molecules or ions with the total composition C23H92O23 (wB97M-V/def2-TZVPD, OMol25).

Results
HOMO in eV: -9.67
Kohn-Sham gap in eV: 9.59
LUMO level in eV: -0.1

Each line ends with the Löwdin charge.
Element x y z (Å)
C (0.81716, -4.20687, 1.33187)  -0.157
O (1.43920, -5.26560, 2.07762)  -0.124
H (1.62256, -3.61262, 0.90027)  0.053
H (0.27336, -4.60925, 0.47720)  0.069
H (0.07907, -3.61632, 1.87463)  0.058
H (0.78151, -5.73438, 2.59655)  0.030
C (-2.10999, -5.28143, 3.52461)  -0.125
O (-0.99057, -6.13189, 3.26923)  -0.132
H (-2.86861, -5.93815, 3.95043)  0.085
H (-1.78327, -4.57534, 4.28802)  0.082
H (-2.46520, -4.82983, 2.59834)  0.080
H (-1.38176, -6.73568, 2.63361)  0.086
C (4.30567, 2.61073, 4.16479)  -0.152
O (4.24810, 3.92041, 4.71128)  -0.111
H (4.17890, 2.77566, 3.09483)  0.059
H (5.20935, 2.03418, 4.36240)  0.083
H (3.48347, 2.03011, 4.58309)  0.072
H (4.06486, 3.89170, 5.65319)  0.083
C (3.51744, -2.37053, 2.75507)  -0.218
O (4.11977, -1.43280, 1.98396)  -0.103
H (4.00124, -2.44961, 3.72862)  0.081
H (2.47500, -2.20147, 3.02496)  0.071
H (3.61363, -3.35656, 2.30055)  0.083
H (3.71889, -1.65370, 1.14010)  0.022
C (-5.22790, -2.15490, -3.47494)  -0.121
O (-4.07974, -1.36088, -3.17813)  -0.139
H (-5.14832, -3.22444, -3.28040)  0.084
H (-6.08079, -1.71729, -2.95613)  0.079
H (-5.47044, -2.08778, -4.53549)  0.068
H (-3.31042, -1.93320, -3.22484)  0.045
C (1.64522, 1.41847, 2.51415)  -0.174
O (0.99445, 0.50495, 3.32675)  -0.087
H (0.89233, 1.75142, 1.79972)  0.066
H (1.91663, 2.39641, 2.91174)  0.066
H (2.45338, 0.99795, 1.91570)  0.092
H (1.73624, 0.24460, 3.87771)  0.088
C (-1.80769, -1.79208, 3.38106)  -0.144
O (-1.27397, -0.81539, 4.30898)  -0.107
H (-1.31619, -2.76497, 3.37860)  0.030
H (-2.85209, -2.05693, 3.54598)  0.065
H (-1.86747, -1.49568, 2.33384)  0.066
H (-0.44868, -0.45080, 3.98100)  0.016
C (2.74520, -5.30576, -1.02577)  -0.187
O (3.59076, -5.83985, -1.99460)  -0.112
H (2.58213, -6.09909, -0.29630)  0.084
H (3.26971, -4.43506, -0.63220)  0.072
H (1.81984, -4.93095, -1.46318)  0.072
H (3.18645, -5.62313, -2.83791)  0.063
C (1.34165, 5.59374, 1.95043)  -0.140
O (2.27495, 6.07215, 2.92809)  -0.137
H (1.19312, 4.54063, 2.18919)  0.062
H (0.43824, 6.19553, 2.04946)  0.081
H (1.86711, 5.68594, 0.99991)  0.057
H (2.99941, 5.49184, 3.17303)  0.041
C (-6.45121, 0.60822, 1.54947)  -0.167
O (-5.60067, -0.31776, 1.00890)  -0.127
H (-6.80458, 1.33125, 0.81431)  0.084
H (-7.25290, 0.23023, 2.18391)  0.092
H (-5.82264, 1.22277, 2.19394)  0.078
H (-5.20278, 0.29738, 0.38852)  0.040
C (4.15478, -0.66393, -1.25475)  -0.110
O (3.17311, -1.48483, -0.61836)  -0.144
H (5.10739, -0.90873, -0.78494)  0.087
H (4.26495, -0.72314, -2.33755)  0.068
H (3.94616, 0.36536, -0.96296)  0.068
H (2.30990, -1.06605, -0.58527)  0.045
C (2.99037, -2.69062, -4.23317)  -0.199
O (4.31664, -3.11184, -4.31862)  -0.101
H (2.92398, -1.61335, -4.38538)  0.072
H (2.39709, -3.20933, -4.98620)  0.068
H (2.40721, -2.88678, -3.33342)  0.073
H (4.86932, -2.73973, -5.00976)  0.087
C (3.11609, 3.74652, -0.15766)  -0.163
O (2.30721, 2.69806, -0.51296)  -0.117
H (3.04182, 4.01834, 0.89529)  0.062
H (4.15597, 3.50792, -0.38087)  0.055
H (2.94813, 4.61090, -0.80011)  0.095
H (1.80354, 3.05471, -1.24830)  0.021
C (-5.38918, 1.39729, -2.16363)  -0.153
O (-4.64895, 0.62720, -1.28297)  -0.131
H (-4.82630, 1.60195, -3.07434)  0.071
H (-6.27571, 0.84244, -2.47074)  0.085
H (-5.59816, 2.37436, -1.72801)  0.088
H (-4.42494, -0.18413, -1.74467)  0.046
C (-5.74469, 0.52911, 5.26178)  -0.143
O (-4.42048, 0.99362, 4.90819)  -0.137
H (-6.55302, 1.24835, 5.12991)  0.069
H (-5.97403, -0.34573, 4.65336)  0.070
H (-5.81217, 0.28072, 6.32095)  0.070
H (-3.78574, 0.54149, 4.34759)  0.057
C (-2.50455, 4.34265, 0.75276)  -0.165
O (-1.70507, 4.62742, 1.86637)  -0.124
H (-2.09798, 4.92895, -0.07130)  0.084
H (-2.53295, 3.27739, 0.52360)  0.068
H (-3.51217, 4.67279, 1.00538)  0.078
H (-2.20050, 4.25419, 2.59907)  0.080
C (-5.19617, -3.65825, 0.94340)  -0.179
O (-4.84037, -2.73824, 1.92422)  -0.141
H (-5.84047, -3.08987, 0.27262)  0.070
H (-4.29972, -3.91133, 0.37733)  0.073
H (-5.82692, -4.45584, 1.33596)  0.081
H (-4.94388, -1.90749, 1.45439)  0.016
C (-0.44548, -0.02728, -0.23398)  -0.121
O (0.82239, 0.24560, -0.80463)  -0.143
H (-1.22742, 0.05693, -0.98869)  0.071
H (-0.55102, -1.05746, 0.10615)  0.078
H (-0.69438, 0.67864, 0.55837)  0.081
H (1.06384, 1.07626, -0.38834)  0.028
C (0.66981, 2.40062, -2.99332)  -0.150
O (0.95217, 3.76620, -2.73856)  -0.105
H (1.59444, 1.83642, -3.11510)  0.093
H (0.10523, 2.05860, -2.12593)  0.074
H (0.00113, 2.21820, -3.83457)  0.083
H (1.52675, 4.00235, -3.47047)  0.093
C (-4.25419, 0.76764, -6.14606)  -0.178
O (-3.62227, 1.07237, -7.35620)  -0.122
H (-4.85095, -0.13853, -6.25014)  0.075
H (-3.52050, 0.53529, -5.37417)  0.062
H (-4.96616, 1.57631, -5.98095)  0.083
H (-3.17260, 1.91950, -7.31423)  0.076
C (6.52436, 2.37227, 0.76878)  -0.096
O (6.55866, 3.69039, 0.15346)  -0.143
H (7.24644, 2.38676, 1.58518)  0.084
H (5.56962, 2.04508, 1.18051)  0.065
H (6.90523, 1.63935, 0.05753)  0.087
H (6.86742, 4.33430, 0.79506)  0.099
C (-0.60052, -1.21163, -4.47125)  -0.099
O (-1.43879, -2.09266, -3.71879)  -0.133
H (-0.20684, -0.43633, -3.81397)  0.072
H (0.17602, -1.74184, -5.02258)  0.075
H (-1.23815, -0.73133, -5.21344)  0.073
H (-1.46289, -2.99451, -4.04694)  0.089
C (5.32031, 3.18074, -3.09749)  -0.184
O (6.53054, 3.18579, -2.41970)  -0.109
H (4.69189, 3.94990, -2.64851)  0.065
H (5.35262, 3.36806, -4.17079)  0.080
H (4.80561, 2.23089, -2.95269)  0.065
H (6.41061, 3.24580, -1.46911)  -0.001


What should be chosen as the least stable of them? Choose model x.